[1]
Entry from the OMol25 dataset: a molecular structure, C46H41N2O5P2S2Se2Ti (the ωB97M-V functional and the def2-TZVPD basis).

The geometry in XYZ format:
```
101
Properties=species:S:1:pos:R:3:forces:R:3:mulliken_spin:R:1
Ti 0.764 -0.613 -0.364 -1.311 1.998 0.026 1.050
C 2.791 -4.098 0.502 -0.097 0.379 -0.107 -0.016
C 1.687 -3.237 -0.062 0.343 -0.990 0.257 0.186
O 1.880 -1.967 -0.020 1.576 -1.912 -0.001 0.002
C 0.497 -3.812 -0.585 -0.511 0.414 -0.244 0.109
C 0.324 -5.214 -0.648 -0.005 0.120 0.020 0.152
C -0.793 -5.784 -1.206 0.113 -0.218 0.035 -0.079
C -1.812 -4.978 -1.712 -0.008 0.110 -0.008 0.147
C -1.698 -3.606 -1.640 0.002 0.082 -0.011 -0.103
C -0.563 -2.982 -1.099 -0.038 -1.382 -0.012 0.130
O -0.503 -1.676 -1.091 -1.830 -1.272 -1.210 -0.040
H 3.536 -3.436 0.938 0.009 -0.019 0.018 0.004
H 3.267 -4.702 -0.270 -0.004 -0.147 -0.071 0.010
H 2.411 -4.755 1.284 -0.007 -0.112 0.031 0.010
H 1.093 -5.853 -0.240 0.100 -0.045 -0.015 0.019
H -0.880 -6.861 -1.254 -0.005 -0.048 0.023 -0.003
H -2.684 -5.433 -2.165 -0.070 0.034 0.027 0.011
H -2.488 -2.970 -2.018 0.008 0.065 -0.001 -0.006
Se 3.506 -0.838 2.270 0.164 0.015 0.485 -0.005
P 1.558 -0.961 3.112 -0.111 -0.340 0.176 -0.001
Se -0.315 -1.043 1.874 0.241 0.041 1.113 -0.024
C 1.307 0.412 4.315 -0.056 -0.095 -0.154 -0.005
C 2.416 1.002 4.910 0.088 -0.075 -0.016 0.002
C 2.266 2.108 5.726 -0.010 0.074 0.133 -0.002
C 1.003 2.630 5.966 -0.013 0.011 0.000 0.002
C -0.107 2.025 5.397 -0.039 0.147 0.242 -0.002
C 0.040 0.924 4.576 0.042 -0.213 -0.109 0.006
C 1.403 -2.497 4.106 0.035 0.202 -0.033 0.003
C 0.214 -2.742 4.784 0.111 0.019 -0.110 0.004
C 0.041 -3.929 5.468 -0.136 -0.047 0.103 -0.002
C 1.045 -4.888 5.469 0.035 -0.066 0.022 0.004
C 2.235 -4.639 4.804 -0.061 -0.166 0.100 -0.002
C 2.417 -3.443 4.133 0.039 0.117 -0.129 0.000
H 3.401 0.605 4.708 0.036 -0.011 -0.090 0.000
H 3.139 2.565 6.173 0.020 0.028 0.006 0.000
H 0.882 3.508 6.585 0.007 0.024 0.054 0.000
H -1.095 2.419 5.591 -0.064 0.036 -0.021 0.000
H -0.827 0.478 4.106 -0.001 0.049 -0.060 0.001
H -0.581 -2.012 4.729 -0.112 0.009 0.097 0.002
H -0.887 -4.117 5.989 -0.059 -0.031 0.025 0.000
H 0.891 -5.831 5.977 0.013 -0.003 0.041 0.000
H 3.021 -5.383 4.793 0.013 -0.023 0.030 0.000
H 3.341 -3.246 3.605 0.021 0.074 -0.032 0.003
O 1.713 -0.386 -2.152 0.264 0.444 -0.748 -0.001
C 2.973 0.198 -1.863 0.929 0.007 0.127 -0.003
C 2.871 1.182 -0.719 0.084 0.052 -0.231 0.179
C 3.747 2.225 -0.543 -0.023 0.104 0.222 -0.087
C 3.636 3.052 0.581 -0.229 -0.288 -0.053 0.201
C 2.593 2.793 1.472 0.315 0.118 -0.356 -0.071
C 1.744 1.744 1.228 -0.102 0.046 0.266 0.153
N 1.859 0.912 0.157 1.459 1.831 0.580 -0.061
H 1.266 0.107 -2.919 -0.090 -0.291 0.030 0.010
H 3.387 0.673 -2.762 -0.068 -0.091 0.168 0.002
H 3.639 -0.625 -1.547 -0.215 0.253 -0.196 0.007
H 4.528 2.394 -1.270 0.046 -0.034 -0.096 -0.004
H 4.341 3.849 0.753 0.043 0.122 -0.001 0.021
H 2.449 3.397 2.356 -0.044 -0.007 0.083 -0.008
H 0.941 1.522 1.924 0.127 0.007 -0.212 0.025
O -3.157 2.150 -7.349 0.218 -0.159 0.061 0.000
S -3.006 1.823 -5.955 -0.586 -0.182 -0.046 0.000
O -4.008 2.362 -5.065 0.215 -0.100 0.045 0.000
N -1.497 2.160 -5.417 -0.531 0.200 -0.284 0.000
C -0.905 1.084 -4.990 0.526 0.245 0.165 0.001
S 0.705 1.106 -4.517 0.796 -0.074 -0.050 0.000
C -1.693 -0.165 -5.043 -0.639 -0.602 -0.224 0.002
C -1.379 -1.433 -4.571 0.063 0.264 -0.027 0.008
C -2.272 -2.466 -4.817 -0.001 -0.103 -0.038 0.000
C -3.451 -2.248 -5.517 -0.032 0.141 -0.024 -0.001
C -3.789 -0.970 -5.946 -0.232 -0.001 -0.128 0.000
C -2.903 0.046 -5.691 0.520 0.541 0.295 0.000
H -0.468 -1.605 -4.013 0.072 0.013 -0.043 -0.012
H -2.044 -3.458 -4.457 0.050 -0.080 0.021 0.003
H -4.116 -3.074 -5.724 -0.063 -0.076 0.021 0.000
H -4.712 -0.768 -6.468 -0.128 -0.052 -0.044 0.000
C -2.578 0.628 -1.636 0.191 -0.055 0.091 0.016
P -0.959 1.284 -1.040 -1.165 0.818 -0.073 0.039
C -1.448 2.107 0.530 -0.006 -0.149 0.130 0.008
C -2.424 1.552 1.352 0.010 0.095 -0.082 0.003
C -2.778 2.176 2.536 -0.071 -0.064 0.118 0.002
C -2.122 3.326 2.943 -0.100 0.078 -0.012 -0.001
C -1.109 3.856 2.159 -0.009 0.037 0.048 0.013
C -0.786 3.261 0.952 -0.116 -0.076 -0.071 0.010
C -0.823 2.846 -1.987 0.253 -0.228 -0.060 -0.004
C -1.968 3.562 -2.311 0.052 -0.038 -0.002 -0.001
C -1.871 4.779 -2.955 -0.109 0.117 -0.007 0.000
C -0.629 5.301 -3.272 0.031 0.029 -0.017 0.000
C 0.516 4.598 -2.941 0.110 0.121 0.030 0.001
C 0.422 3.372 -2.307 -0.040 -0.032 0.120 0.004
H -3.423 1.176 -1.217 0.047 -0.012 -0.019 0.001
H -2.644 -0.428 -1.370 -0.012 0.066 -0.019 -0.007
H -2.606 0.720 -2.722 -0.011 -0.048 0.027 -0.001
H -2.907 0.623 1.073 -0.043 0.048 -0.030 -0.001
H -3.557 1.749 3.152 -0.054 -0.022 0.050 0.000
H -2.408 3.816 3.863 0.022 0.005 0.081 0.000
H -0.571 4.734 2.492 -0.005 0.061 -0.039 0.000
H -0.005 3.685 0.334 -0.068 0.065 0.007 -0.013
H -2.943 3.175 -2.061 -0.134 -0.052 -0.018 0.000
H -2.772 5.316 -3.208 -0.090 0.052 -0.080 0.000
H -0.555 6.249 -3.785 0.009 0.075 -0.034 0.000
H 1.487 5.001 -3.184 0.108 0.018 -0.060 0.000
H 1.323 2.824 -2.063 -0.011 0.006 0.010 0.003
```
Positions in Å, forces in eV/Å.

Summary:
Spin multiplicity   3
Charge   -1
DFT total energy   -9394.8439 a.u.
HOMO level (spin up / spin down)   -0.118 / -0.201 Ha
M   1033.71 g/mol
HOMO-LUMO gap (spin up / spin down)   5.368 / 7.629 eV
<S²>   2.057
E_LUMO (spin up / spin down)   2.16 / 2.15 eV



[2]
Entry from the OMol25 dataset: 2 unconnected molecules or ions with the total composition CH4BrClOSi (the ωB97M-V functional and the def2-TZVPD basis).

The geometry in XYZ format:
```
9
Properties=species:S:1:pos:R:3:forces:R:3:nbo_charge:R:1
C -0.971 2.469 1.489 -0.434 -0.899 -0.437 -0.135
O -1.313 0.310 0.332 -0.578 1.599 1.411 -1.108
Si -0.275 -0.494 -0.601 -0.149 1.790 -1.101 1.240
Cl -2.058 1.895 2.583 -0.413 -0.124 0.160 0.224
Br -1.483 3.795 0.302 0.269 -0.623 0.105 0.246
H 0.036 2.525 1.895 0.133 -0.377 -0.751 0.231
H -0.912 -0.743 -2.020 0.758 0.040 1.107 -0.218
H 0.314 -1.683 -0.052 0.140 -0.972 0.231 -0.234
H 0.833 0.529 -0.576 0.273 -0.435 -0.725 -0.246
```
Positions in Å, forces in eV/Å.

Summary:
DFT total energy   -3439.2951 a.u.
HOMO level (spin up / spin down)   -0.331 / -0.331 Ha
M   175.49 g/mol
HOMO-LUMO gap (spin up / spin down)   6.616 / 6.614 eV
E_LUMO (spin up / spin down)   -2.38 / -2.38 eV



[3]
Entry from the OMol25 dataset: a molecular structure, C42H35IN5O2PW (the ωB97M-V functional and the def2-TZVPD basis).

The geometry in XYZ format:
```
87
Properties=species:S:1:pos:R:3:forces:R:3:mulliken_spin:R:1
W 0.869 0.025 0.932 0.547 -1.194 -1.046 1.790
C -3.797 -1.500 1.169 0.006 0.034 -0.114 -0.002
C -2.640 -2.348 0.758 0.683 0.624 0.129 0.016
N -2.837 -3.634 0.555 -0.507 -0.080 0.042 -0.013
C -1.829 -4.426 0.254 0.702 -0.092 -0.176 0.028
C -0.509 -3.992 0.097 -0.039 -0.040 0.000 -0.007
C 0.547 -4.995 -0.284 -0.354 -0.209 -0.384 -0.002
O 1.814 -4.652 0.249 0.244 -0.009 0.227 0.000
C -0.270 -2.628 0.242 -0.892 0.334 0.519 0.100
C 1.014 -1.912 0.035 0.259 -0.919 0.398 -0.164
N 1.035 -0.935 -1.017 -0.311 0.056 -0.333 0.005
C 2.255 -0.893 -1.785 0.867 0.122 -0.429 -0.002
C 2.286 -1.390 -3.091 -0.091 0.026 0.218 -0.002
C 3.457 -1.429 -3.827 0.067 0.067 0.086 -0.003
C 4.645 -0.972 -3.283 -0.104 0.000 0.052 0.002
C 4.642 -0.449 -2.002 0.004 0.117 0.316 -0.007
C 3.461 -0.409 -1.281 -0.152 0.224 0.600 0.020
I 3.580 0.525 0.692 0.108 -0.409 -1.014 -0.009
C -1.345 -1.792 0.633 -0.153 -2.290 -0.313 0.016
O -1.092 -0.537 0.897 0.886 1.576 0.230 0.068
H -4.555 -2.124 1.631 -0.062 -0.019 0.067 0.000
H -4.248 -1.021 0.298 -0.024 0.093 -0.003 0.001
H -3.463 -0.726 1.857 -0.100 0.134 0.066 0.001
H -2.084 -5.467 0.113 0.097 -0.201 0.034 0.001
H 0.603 -5.053 -1.386 0.031 -0.064 0.195 0.000
H 0.229 -5.974 0.086 0.017 0.036 -0.118 0.000
H 2.380 -5.431 0.211 -0.011 0.055 -0.037 0.000
H 1.878 -2.583 0.013 -0.060 0.494 0.176 0.030
H 1.374 -1.751 -3.538 0.007 -0.003 -0.038 0.001
H 3.435 -1.826 -4.831 -0.008 -0.030 -0.073 0.000
H 5.566 -1.009 -3.840 0.094 0.004 -0.090 0.000
H 5.545 -0.065 -1.551 0.104 -0.005 -0.090 0.002
N -0.766 -0.433 3.581 -0.208 0.128 0.390 0.022
C -0.501 0.920 3.436 -0.109 -0.112 0.162 0.018
C -1.175 1.836 4.248 0.124 0.237 -0.136 -0.008
C -0.868 3.179 4.151 0.076 -0.433 -0.199 0.013
C 0.120 3.573 3.249 0.129 -0.218 -0.093 -0.009
C 0.712 2.620 2.455 0.217 0.582 0.309 0.036
N 0.404 1.307 2.516 -0.728 0.512 1.116 -0.014
C 0.188 -1.436 3.518 0.079 -0.155 0.208 -0.004
C 0.053 -2.563 4.337 0.117 -0.042 -0.113 -0.002
C 1.057 -3.507 4.356 -0.146 0.370 -0.185 0.005
C 2.187 -3.287 3.570 -0.027 0.229 -0.104 -0.005
C 2.217 -2.183 2.752 0.489 -0.510 0.242 0.018
N 1.224 -1.277 2.685 -0.459 -0.021 0.381 0.003
H -1.543 -0.644 4.197 0.173 0.081 -0.133 -0.001
H -1.912 1.486 4.954 -0.025 -0.070 0.065 0.001
H -1.365 3.902 4.780 -0.038 0.029 0.032 -0.001
H 0.415 4.605 3.161 0.048 0.103 -0.054 0.001
H 1.487 2.895 1.742 -0.180 -0.050 0.053 0.002
H -0.827 -2.678 4.950 -0.085 0.048 0.094 0.001
H 0.981 -4.382 4.982 -0.043 -0.057 0.064 0.000
H 3.018 -3.973 3.588 0.073 -0.015 -0.073 0.000
H 3.083 -2.007 2.125 -0.190 -0.006 -0.069 0.000
C 1.565 4.155 -4.305 0.081 -0.051 0.038 -0.001
C 0.234 4.219 -3.922 -0.022 -0.005 -0.012 0.001
C -0.195 3.541 -2.799 -0.009 -0.048 0.095 0.000
C 0.704 2.781 -2.050 0.345 -0.022 0.443 0.003
C 2.045 2.753 -2.414 -0.047 -0.066 0.180 0.009
C 2.470 3.439 -3.539 0.068 0.013 -0.084 0.000
P 0.031 1.699 -0.733 -0.984 0.530 -1.274 -0.027
C -1.312 2.698 -0.044 0.172 -0.016 0.161 0.005
C -1.083 4.055 0.181 -0.034 -0.173 -0.087 0.007
C -2.067 4.827 0.767 -0.005 0.091 -0.018 0.001
C -3.278 4.254 1.124 0.000 0.024 -0.002 0.000
C -3.502 2.903 0.912 -0.053 0.052 0.076 0.001
C -2.516 2.118 0.344 0.060 -0.075 -0.121 -0.011
C -0.778 0.458 -1.809 0.287 -0.414 0.180 -0.014
C -1.926 0.663 -2.562 0.097 -0.011 0.101 0.004
C -2.492 -0.393 -3.255 -0.016 0.022 -0.022 0.000
C -1.912 -1.651 -3.215 0.122 -0.007 0.077 0.000
C -0.744 -1.858 -2.497 0.094 0.067 -0.054 0.000
C -0.171 -0.798 -1.807 -0.887 0.686 -0.580 0.072
H 1.896 4.667 -5.194 0.058 0.101 -0.092 0.000
H -0.476 4.796 -4.495 -0.023 0.055 -0.066 0.000
H -1.229 3.622 -2.498 -0.091 -0.040 -0.019 0.000
H 2.767 2.208 -1.819 -0.021 -0.060 -0.029 0.006
H 3.512 3.409 -3.816 0.112 0.021 -0.058 0.000
H -0.146 4.498 -0.131 -0.002 0.108 0.026 -0.001
H -1.897 5.880 0.926 0.000 0.149 0.024 0.000
H -4.052 4.868 1.555 -0.126 0.082 0.077 0.000
H -4.451 2.463 1.179 -0.107 -0.051 0.047 0.000
H -2.678 1.061 0.186 -0.040 0.003 0.007 0.005
H -2.391 1.636 -2.587 -0.089 0.073 0.020 0.000
H -3.396 -0.235 -3.822 -0.105 0.012 -0.064 0.000
H -2.374 -2.477 -3.737 0.010 -0.047 -0.038 0.000
H -0.291 -2.838 -2.469 0.014 -0.071 0.015 -0.001
```
Positions in Å, forces in eV/Å.

Summary:
Spin multiplicity   3
Charge   +2
DFT total energy   -2751.4658 a.u.
HOMO level (spin up / spin down)   -0.460 / -0.472 Ha
M   983.49 g/mol
HOMO-LUMO gap (spin up / spin down)   7.028 / 6.816 eV
<S²>   2.022
E_LUMO (spin up / spin down)   -5.49 / -6.02 eV



[4]
Entry from the OMol25 dataset: a gas-phase ion, C7H11N4O2 (charge +1) (the ωB97M-V functional and the def2-TZVPD basis).

The geometry in XYZ format:
```
24
Properties=species:S:1:pos:R:3:forces:R:3:nbo_charge:R:1
C 0.231 1.746 1.274 0.309 0.739 -1.004 -0.594
C -0.437 1.166 0.046 -0.413 -2.445 -0.416 -0.176
C 0.260 1.608 -1.228 -1.131 -1.314 -1.839 -0.612
C -1.938 1.507 -0.034 -0.123 -1.513 1.998 0.226
N -2.958 0.728 0.118 1.939 0.821 -0.554 -0.408
C -2.711 -0.637 0.190 1.753 0.166 0.386 0.767
O -3.510 -1.470 0.144 -2.186 -1.819 -0.194 -0.423
N -1.307 -1.171 0.392 -1.223 0.896 -0.332 -0.571
C -0.306 -0.387 0.173 1.982 -0.350 -0.124 0.628
N 0.984 -0.870 0.096 -0.595 2.415 -1.053 -0.609
C 1.382 -2.183 -0.084 0.681 -2.272 0.450 0.786
N 2.710 -2.379 -0.361 -0.268 -3.249 -0.383 -0.840
O 0.598 -3.112 0.040 0.284 0.873 -0.133 -0.600
H 1.308 1.862 1.070 -0.486 0.041 0.398 0.236
H 0.038 1.158 2.113 -0.013 -1.023 1.519 0.234
H -0.239 2.683 1.475 0.084 1.002 0.145 0.244
H -0.182 0.906 -2.013 0.304 1.525 0.294 0.230
H 1.333 1.389 -1.350 -0.237 0.638 0.686 0.223
H 0.003 2.667 -1.391 0.428 -0.495 -0.348 0.262
H -2.151 2.526 0.151 -0.206 1.369 -0.610 0.211
H -1.253 -2.214 0.438 0.417 0.900 -0.078 0.500
H 1.591 -0.219 -0.411 -0.093 -0.098 0.751 0.421
H 3.584 -1.909 -0.391 -0.131 1.735 0.268 0.431
H 2.971 -3.397 -0.457 -1.078 1.458 0.173 0.434
```
Positions in Å, forces in eV/Å.

Summary:
Charge   +1
DFT total energy   -642.6025 a.u.
HOMO level   -0.540 Ha
M   183.19 g/mol
SMILES   CC1(C)C=NC(=O)N/C1=[NH+]\C(N)=O
HOMO-LUMO gap   10.162 eV
E_LUMO   -4.53 eV